C30H65NO9 | the ωB97M-V functional and the def2-TZVPD basis

## Properties
- LUMO level: 0.6 eV
- 2S+1: 1
- Kohn-Sham gap: 9.662 eV
- SMILES: C=CC[C@@H]1C[C@H](CCCCCCC)C(=O)N1.COCCOC.COCCOC.COCCOC.COCCOC
- Max |F|: 3.54 eV/Å
- Electronic energy: -1913.650022 hartree
- Molar mass: 583.8 g/mol

Positions of all 105 atoms, in Å:
O (-5.4627, -0.0250, 5.1288)
O (7.4936, 6.2843, 3.8084)
O (-7.3152, -4.8225, -2.9970)
O (5.5453, 5.8514, 1.6367)
O (-9.1843, -7.0988, -3.1086)
O (-2.5934, -1.8547, 0.3920)
O (-4.4559, -4.1334, 0.2824)
O (4.6098, 1.9445, -3.9876)
O (-4.3182, 1.4858, 2.8717)
N (6.2256, 0.7674, -2.8621)
C (1.1863, -1.5056, -2.9844)
C (6.5055, 2.1636, -0.8057)
C (2.9189, 3.3144, -1.5274)
C (-6.0808, 1.1004, 4.5097)
C (-7.9782, -5.2700, -4.1762)
C (7.0980, 0.9364, -1.6569)
C (-1.5911, -2.7602, 0.8326)
C (5.1943, -1.9604, -1.4585)
C (4.3849, 3.7404, -1.0840)
C (1.9882, 0.8099, -1.2019)
C (7.2579, -0.4581, -0.8277)
C (6.6232, 4.9773, 1.9453)
C (-4.3153, 0.3346, 5.8853)
C (6.5234, 7.1002, 4.4508)
C (5.5909, 3.0108, -1.8317)
C (-3.5626, 0.3261, 2.5444)
C (-5.7039, 1.2025, 3.0372)
C (0.4592, 0.3553, -1.1717)
C (-9.3306, -5.8926, -3.8536)
C (-4.6038, -2.9290, -0.4662)
C (6.9707, 5.0145, 3.4280)
C (5.3429, 1.9567, -2.9868)
C (0.0197, -0.5866, -2.3864)
C (-6.3128, -5.7305, -2.5589)
C (-3.2519, -2.3056, -0.7891)
C (2.2365, 2.2502, -0.5080)
C (-4.6903, -3.9411, 1.6711)
C (-9.4168, -6.9101, -1.7197)
C (6.5453, -1.6220, -1.6478)
C (5.9864, 7.0744, 1.0638)
H (-3.4125, -1.4260, -1.4204)
H (7.7525, 4.2755, 3.6260)
H (1.2078, 2.6608, -0.2051)
H (7.3891, 2.8768, -0.6533)
H (-5.8315, 2.0241, 5.0441)
H (2.6251, 0.0192, -0.6754)
H (8.3770, -0.6805, -0.7905)
H (-6.2555, 2.0361, 2.5911)
H (5.9207, 1.8773, 0.1221)
H (-4.1790, -3.0548, 2.0541)
H (2.3764, 0.8973, -2.2639)
H (6.3720, 6.7538, 5.4781)
H (4.5360, -1.2941, -0.8138)
H (6.8434, 0.9312, -3.6797)
H (-1.3220, -2.4961, 1.8573)
H (-6.0397, -5.4678, -1.5349)
H (-4.3155, -4.8165, 2.2032)
H (-3.8234, -0.5270, 3.1773)
H (-0.7019, -2.6642, 0.2009)
H (-5.4259, -5.6350, -3.1936)
H (-5.7658, -3.8523, 1.8548)
H (-9.0431, -7.7876, -1.1905)
H (-9.9734, -5.1823, -3.3214)
H (-8.1390, -4.3892, -4.8057)
H (7.1401, -2.2179, -2.4078)
H (2.0562, -1.6838, -2.2810)
H (-4.6251, 0.7971, 6.8280)
H (-3.6622, 1.0189, 5.3388)
H (2.2667, 4.2547, -1.4253)
H (-5.1031, -3.1947, -1.4025)
H (6.1883, 3.8331, -2.3347)
H (-0.3576, 0.0710, -3.2486)
H (6.9039, 8.1220, 4.4786)
H (-0.8724, -1.2652, -2.0994)
H (6.8167, -0.3594, 0.2166)
H (-5.9820, 0.2902, 2.4981)
H (-7.3484, -5.9705, -4.7350)
H (-3.7192, 0.0665, 1.4946)
H (6.2926, 3.9663, 1.6868)
H (6.1020, 4.7515, 4.0421)
H (-3.7571, -0.5755, 6.1089)
H (7.5004, 5.2104, 1.3318)
H (-7.1620, 0.9535, 4.5882)
H (6.8314, 7.5028, 1.6093)
H (-6.6624, -6.7663, -2.5688)
H (-2.5058, 0.5560, 2.6932)
H (-10.4921, -6.8198, -1.5346)
H (1.5685, -1.0072, -3.9390)
H (4.5277, 3.6450, 0.0474)
H (0.2044, -0.2024, -0.2017)
H (5.1574, 7.7835, 1.0982)
H (-9.8309, -6.1551, -4.7901)
H (-5.2486, -2.2183, 0.0634)
H (-2.6182, -3.0051, -1.3451)
H (-8.9035, -6.0259, -1.3347)
H (-0.1928, 1.2950, -1.2388)
H (4.7593, -2.8624, -1.9788)
H (5.5691, 7.0978, 3.9191)
H (0.8137, -2.5378, -3.3136)
H (-1.9397, -3.7963, 0.8223)
H (4.4879, 4.8625, -1.3029)
H (8.1828, 1.2531, -1.8170)
H (2.8269, 2.1627, 0.4691)
H (6.2667, 6.9134, 0.0178)
H (2.8102, 2.9832, -2.6035)



C30H66AsF12MnN6O6P | the ωB97M-V functional and the def2-TZVPD basis

## Properties
- LUMO level (spin up / spin down): 0.4 / 0.4 eV
- 2S+1: 6
- Kohn-Sham gap (spin up / spin down): 9.101 / 9.079 eV
- Max |F|: 3.77 eV/Å
- Electronic energy: -6889.401646 hartree
- Molar mass: 995.7 g/mol

Positions of all 123 atoms, in Å:
As (13.2979, -32.9958, -5.1276)
Mn (13.7713, -34.2257, -1.4966)
P (13.8178, -36.4194, 0.6658)
F (14.6780, -31.8355, -5.1963)
F (13.0743, -32.7070, -6.9336)
F (14.4170, -35.3181, 1.7918)
F (12.1613, -31.6651, -4.7018)
F (13.6034, -33.1997, -3.3714)
F (14.8961, -37.5379, 1.1434)
F (14.8266, -35.7409, -0.4202)
F (14.4209, -34.3460, -5.5432)
F (11.9134, -34.1019, -5.1568)
F (13.3003, -37.4023, -0.4884)
F (12.7616, -35.2361, 0.2288)
F (12.6398, -36.8942, 1.6597)
O (15.7214, -33.8297, -2.1436)
O (21.6348, -41.6170, -4.8968)
O (7.5168, -32.5729, -0.5674)
O (10.3038, -36.1884, -1.3855)
O (11.8264, -33.2912, -1.3826)
O (18.2722, -36.9211, -1.8485)
N (8.4990, -34.9193, 0.4732)
N (13.5392, -34.8579, 5.9820)
N (15.9388, -32.9203, 2.2972)
N (14.2830, -32.6546, -0.1596)
N (13.3872, -35.8054, -2.8398)
N (20.5530, -39.0125, -3.8867)
C (19.3166, -38.3080, -3.4292)
C (14.3070, -37.8364, -4.2740)
C (22.6263, -42.5315, -5.3678)
C (17.9956, -36.4827, -0.5006)
C (6.9713, -31.3247, -1.1420)
C (11.9238, -32.0229, -0.7908)
C (15.4358, -39.1449, -2.3402)
C (9.4469, -35.8961, 0.9427)
C (20.3650, -39.5962, -5.2114)
C (13.7873, -36.6905, -3.4480)
C (16.7573, -35.9254, 3.6340)
C (10.5395, -35.0968, 4.2717)
C (14.9944, -31.7841, -1.1389)
C (7.3160, -32.7649, 0.8516)
C (8.2340, -33.8332, 1.4473)
C (17.3687, -36.9512, 4.5637)
C (12.8112, -34.6198, 5.1388)
C (9.8913, -34.6706, 5.6313)
C (16.5662, -34.4257, -3.0997)
C (19.3873, -37.7416, -1.9476)
C (14.3893, -39.1671, -3.4744)
C (16.5889, -34.5499, 4.2598)
C (21.5398, -40.4586, -5.6732)
C (11.8766, -34.3562, 4.0578)
C (13.0400, -32.0476, 0.2966)
C (10.4452, -36.9541, -2.5828)
C (10.6453, -33.2758, -2.1990)
C (16.1821, -32.5076, -1.8097)
C (9.8151, -36.8974, -0.2520)
C (16.2455, -33.6176, 3.1423)
H (15.5799, -38.1429, -1.9361)
H (13.2504, -31.0744, 0.7402)
H (17.5571, -34.2697, 4.6749)
H (12.4085, -34.8076, 3.2204)
H (10.4305, -35.1662, 6.4386)
H (10.5768, -37.6426, -0.0226)
H (14.8522, -32.5495, 0.6681)
H (9.7133, -33.3529, -1.6391)
H (5.9228, -31.2213, -0.8626)
H (8.9118, -37.4141, -0.5764)
H (7.4723, -31.7969, 1.3277)
H (17.4977, -37.9473, 4.1403)
H (15.7578, -36.2872, 3.3925)
H (15.4071, -30.8900, -0.6716)
H (16.3803, -34.0271, -4.0970)
H (10.6838, -36.1763, 4.2291)
H (10.5187, -32.5288, -2.9827)
H (10.7716, -34.2116, -2.7435)
H (7.7351, -34.3186, 2.2861)
H (20.0885, -38.8553, -5.9616)
H (9.1882, -36.3926, 1.8778)
H (14.4924, -40.0101, -4.1576)
H (18.8532, -36.1835, 0.1019)
H (13.6721, -37.9391, -5.1540)
H (16.4360, -39.4710, -2.6255)
H (13.3875, -39.3151, -3.0710)
H (12.0863, -31.2443, -1.5361)
H (10.6747, -36.3323, -3.4482)
H (8.8596, -34.9772, 5.8037)
H (18.4708, -38.9627, -3.6388)
H (18.3489, -36.6292, 4.9155)
H (9.5118, -37.4752, -2.7955)
H (12.7115, -32.5746, 1.1924)
H (22.5219, -43.4650, -4.8149)
H (23.6189, -42.1041, -5.2260)
H (9.1357, -33.3086, 1.7633)
H (9.7924, -33.6170, 5.8926)
H (11.7631, -33.2753, 3.9740)
H (10.9830, -31.7224, -0.3296)
H (9.9361, -34.8662, 3.3937)
H (16.4447, -31.9057, -2.6796)
H (10.3536, -35.3285, 1.1519)
H (11.2676, -37.6693, -2.5643)
H (17.5642, -34.2273, -2.7088)
H (16.3950, -35.4996, -3.1753)
H (6.2990, -33.0902, 1.0709)
H (17.3347, -37.1878, 0.0035)
H (15.2985, -37.5665, -4.6376)
H (22.5281, -42.7929, -6.4214)
H (15.2029, -39.7608, -1.4715)
H (20.3499, -37.2564, -1.7862)
H (15.7801, -34.6939, 4.9762)
H (21.4274, -40.7514, -6.7172)
H (14.3180, -31.4327, -1.9180)
H (20.6737, -39.8066, -3.2745)
H (22.4662, -39.8976, -5.5507)
H (19.1810, -37.4962, -4.1440)
H (16.7914, -37.0653, 5.4813)
H (8.8237, -34.4414, -0.3552)
H (19.5309, -40.2973, -5.1824)
H (17.4962, -35.5144, -0.5331)
H (17.3868, -35.9143, 2.7443)
H (17.0481, -32.5488, -1.1490)
H (6.9986, -31.3428, -2.2315)
H (7.5786, -30.5008, -0.7672)
H (19.3227, -38.5379, -1.2061)



C30H66BNO20P | the ωB97M-V functional and the def2-TZVPD basis

## Properties
- LUMO level: 1.5 eV
- 2S+1: 1
- Kohn-Sham gap: 5.989 eV
- Total charge: -1
- Max |F|: 5.41 eV/Å
- Electronic energy: -3108.628290 hartree
- Molar mass: 802.6 g/mol

Positions of all 119 atoms, in Å:
P (-3.8638, 3.1829, -2.8659)
O (-10.3995, 5.9297, 1.7826)
O (2.5797, -2.1425, 4.3415)
O (12.8210, -7.4858, 4.4943)
O (-0.7804, -1.8655, -1.0980)
O (-4.0797, 1.1677, -0.1981)
O (-10.2673, 5.7496, -0.4695)
O (-9.8194, 6.3097, -6.4070)
O (1.1562, -1.6880, 2.7825)
O (10.4388, -3.5318, 2.1382)
O (-9.2296, 4.3108, -5.7605)
O (-1.2642, -3.8259, -2.1271)
O (10.0292, -2.7893, 4.2394)
O (-4.4709, 1.5465, -2.5188)
O (14.0671, -7.5804, 6.2553)
O (-10.1439, 3.9495, 0.7106)
O (2.9872, -2.9007, 2.2444)
O (-6.2855, 1.4333, -0.9780)
O (0.8013, -3.3165, -1.3561)
O (13.5480, -9.5123, 5.1981)
O (8.6235, -2.2943, 2.6773)
N (-2.7898, 2.4900, -4.1369)
C (3.8121, -2.7221, 4.7829)
C (-2.1379, 3.4510, -4.9997)
C (-5.2802, 3.5660, -4.0990)
C (-2.1574, -1.4461, -1.2304)
C (14.7512, -8.3469, 7.2474)
C (-6.2776, 2.4252, -4.3816)
C (11.2509, -3.3907, 4.6903)
C (13.4857, -8.3137, 5.2996)
C (12.1001, -8.1082, 3.4195)
C (-3.0315, -2.1116, -0.1878)
C (-10.1637, 3.2569, 1.9650)
C (8.2533, -2.2921, 1.2958)
C (9.7639, -2.9350, 2.9392)
C (-9.6554, 5.5622, -5.5490)
C (-0.7683, 3.9332, -4.4774)
C (-10.2789, 5.2735, 0.7784)
C (1.2311, -4.6169, -1.7520)
C (-7.3065, 2.8072, -5.4790)
C (12.4539, -2.5494, 4.3184)
C (-9.8943, 6.0065, -4.1260)
C (0.7682, -1.7038, 1.3976)
C (10.8057, -8.7278, 3.9026)
C (-0.4989, -3.0706, -1.5838)
C (-10.4880, 7.1572, -0.5626)
C (5.0015, -1.8715, 4.3900)
C (-0.7843, 5.1987, -3.6254)
C (-11.5734, 3.1146, 2.5009)
C (-7.8595, 4.2021, -5.3132)
C (-1.4767, 6.4130, -4.2774)
C (2.3046, -2.3034, 3.0402)
B (-4.9015, 1.4056, -1.2694)
H (11.3383, -4.4069, 4.3052)
H (-2.8014, 2.9830, -1.8958)
H (-8.1391, 2.1131, -5.3674)
H (-9.5102, 3.7547, 2.6813)
H (-1.1824, 5.0140, -2.6356)
H (7.2537, -1.8706, 1.2359)
H (-9.7989, 7.7095, 0.0727)
H (-7.8393, 4.4288, -4.2463)
H (8.9384, -1.6658, 0.7259)
H (-9.0157, 6.5774, -3.8354)
H (-5.8278, 4.4017, -3.6600)
H (-2.5178, -1.6357, -2.2398)
H (3.7431, -2.7813, 5.8684)
H (-2.6322, -1.9382, 0.8138)
H (15.2893, -7.6433, 7.8771)
H (-3.3944, 4.5406, -3.0708)
H (-2.1645, -0.3685, -1.0813)
H (11.8847, -7.3137, 2.7069)
H (-0.2357, -1.2990, 1.3397)
H (-2.7578, 4.3198, -5.2591)
H (8.2372, -3.3018, 0.8917)
H (-1.9404, 2.9433, -5.9482)
H (10.2052, -7.9889, 4.4354)
H (-6.6368, 2.2967, -1.2269)
H (3.9072, -3.7410, 4.4061)
H (-4.9290, 3.9112, -5.0763)
H (-3.0733, -3.1920, -0.3350)
H (0.9708, -4.8184, -2.7893)
H (-6.8360, 2.1423, -3.4999)
H (-10.3171, 7.4421, -1.5971)
H (-4.7047, 3.7077, -1.7577)
H (5.1123, -1.8274, 3.3071)
H (4.8723, -0.8474, 4.7435)
H (2.3127, -4.6399, -1.6453)
H (10.9961, -9.5503, 4.5914)
H (-9.9449, 5.1642, -3.4426)
H (0.2604, 5.4827, -3.4743)
H (-0.9405, 7.3456, -4.1483)
H (-0.3986, 3.1340, -3.8420)
H (-12.0034, 4.0870, 2.7397)
H (0.7934, -5.3721, -1.0994)
H (-6.9010, 2.6636, -6.4757)
H (-2.4705, 6.5188, -3.8548)
H (-10.7439, 6.6673, -4.0454)
H (11.1723, -3.4584, 5.7741)
H (-7.1984, 4.9304, -5.7802)
H (-5.6973, 1.6120, -4.8015)
H (-1.6479, 6.1818, -5.3240)
H (-4.0456, -1.7182, -0.2353)
H (-9.7419, 2.2732, 1.7675)
H (-4.6064, 1.2241, 0.6053)
H (10.2293, -9.1109, 3.0606)
H (5.9212, -2.2782, 4.8122)
H (14.0345, -8.8949, 7.8578)
H (13.3623, -2.9726, 4.7474)
H (-11.5778, 2.5052, 3.4051)
H (-0.0941, 4.0477, -5.3233)
H (-3.2413, 1.7563, -4.6647)
H (-11.5189, 7.3912, -0.2975)
H (12.3313, -1.5280, 4.6823)
H (15.4626, -9.0332, 6.7928)
H (12.7319, -8.8390, 2.9150)
H (-12.2186, 2.6471, 1.7554)
H (12.5766, -2.4961, 3.2371)
H (0.7656, -2.7137, 1.0044)
H (1.4365, -1.0722, 0.8157)